# 1
36
Properties=species:S:1:pos:R:3:forces:R:3 method="wB97M-V/def2-TZVPD" charge=+1 homo_ev=-10.6 relative_energy_kj_mol=0.0 gap_ev=6.14
C -0.949 -2.237 -3.420 -0.23 0.29 0.21
S -2.179 -1.369 -2.348 0.07 -1.00 0.81
C -3.419 -2.755 -2.398 0.00 0.40 -0.15
C -1.503 -1.448 -0.753 0.27 -0.93 -1.35
C -1.761 -0.560 0.279 -1.33 0.93 2.70
N -1.973 0.040 1.287 0.26 -1.73 -2.96
H 0.013 -1.719 -3.319 -0.34 -0.20 0.05
H -0.894 -3.283 -3.084 0.13 0.44 -0.11
H -1.294 -2.189 -4.465 0.03 -0.01 0.47
H -4.258 -2.492 -1.735 0.42 0.00 -0.28
H -3.774 -2.871 -3.436 0.16 0.02 0.46
H -2.928 -3.675 -2.039 -0.14 0.44 -0.15
H -1.203 -2.481 -0.523 -0.01 0.63 0.24
C 1.613 -1.419 4.134 -0.15 0.80 -0.75
C 2.472 -1.469 3.023 -0.03 0.09 0.24
C 2.227 -0.681 1.907 -0.09 0.28 0.19
C 1.138 0.218 1.892 -0.16 -0.39 0.03
C 0.910 1.109 0.748 -0.22 0.79 0.29
S -0.392 2.186 0.867 0.73 0.36 0.39
C -0.248 3.382 -0.487 -0.20 -0.07 -0.03
C 1.163 3.762 -0.886 -0.13 -0.28 -0.05
C 1.802 2.554 -1.547 -0.17 -0.09 -0.61
S 1.990 1.023 -0.558 0.47 0.28 0.08
C 0.279 0.259 3.010 0.05 0.21 0.01
C 0.502 -0.561 4.104 0.26 -0.10 0.21
H 1.854 -1.959 5.035 -0.06 -0.23 0.03
H 3.382 -2.068 3.070 -0.34 0.04 -0.09
H 2.922 -0.685 1.073 -0.06 -0.16 0.19
H -0.777 2.909 -1.325 0.04 0.42 0.03
H -0.815 4.253 -0.134 0.03 -0.37 -0.05
H 1.083 4.563 -1.637 0.18 -0.24 0.17
H 1.751 4.146 -0.045 -0.14 -0.14 -0.10
H 1.171 2.221 -2.386 0.39 0.39 0.06
H 2.808 2.802 -1.916 -0.26 -0.37 0.16
H -0.548 0.971 3.041 0.29 -0.39 0.02
H -0.163 -0.476 4.969 0.28 -0.12 -0.34

# 2
37
Properties=species:S:1:pos:R:3:forces:R:3 method="wB97M-V/def2-TZVPD" charge=0 homo_ev=-8.3 relative_energy_kj_mol=79.9 smiles=Cc1ccc2c(c1O)OC[C@]1(O)[C@H](O)[C@H](O)C[C@]21C gap_ev=8.83
O -2.431 -2.088 -2.248 -0.05 -0.01 0.35
O -2.071 -0.308 -0.263 -0.36 -0.25 -0.20
O -1.210 3.489 1.448 -0.43 -0.65 -0.04
O -1.410 0.194 2.463 0.35 0.31 -0.15
O 1.220 3.881 0.833 -0.05 0.59 -0.04
C 1.237 -2.364 -1.837 -0.87 0.82 0.81
C 1.384 -1.400 -0.799 0.85 -1.27 -1.05
C -1.161 -1.908 -1.783 1.27 -0.41 -0.31
C -0.987 -0.986 -0.753 2.28 0.17 -0.04
C -0.021 -2.621 -2.350 -1.69 1.13 0.60
C 0.326 -0.717 -0.265 -1.59 0.22 0.33
C -0.179 -3.573 -3.499 -1.04 -0.86 0.16
C 1.313 -0.375 2.015 0.07 0.36 0.58
C -1.829 0.996 0.255 0.04 0.94 0.49
C 1.309 1.521 0.395 0.38 -0.17 0.24
C 0.522 0.285 0.878 0.59 0.37 -0.17
C -0.414 2.394 1.909 -0.75 -0.21 -0.11
C -0.799 0.954 1.399 -1.04 -0.90 -0.03
C 1.000 2.611 1.413 1.41 -0.09 0.58
H -2.979 -1.576 -1.620 -0.05 -0.23 -0.57
H -0.780 3.864 0.653 -0.12 -0.31 0.58
H -1.801 -0.608 2.080 0.16 0.32 0.03
H 1.119 4.565 1.519 0.09 -0.39 -0.34
H 2.048 -2.954 -2.257 0.20 0.40 0.26
H 2.384 -1.237 -0.422 0.03 0.12 0.10
H -1.192 -3.555 -3.966 0.84 0.22 0.33
H 0.589 -3.412 -4.241 0.10 0.24 -0.35
H -0.029 -4.609 -3.154 -0.11 0.26 -0.01
H 0.796 -1.263 2.379 0.21 -0.05 -0.01
H 2.360 -0.600 1.749 -0.59 -0.14 -0.24
H 1.406 0.318 2.862 -0.21 -0.13 -0.05
H -2.819 1.344 0.626 0.85 -0.13 -0.20
H -1.453 1.713 -0.493 -0.30 -0.50 -0.26
H 0.957 1.794 -0.600 0.09 0.29 -0.03
H 2.394 1.329 0.360 -0.41 0.03 -0.25
H -0.451 2.363 3.016 -0.23 0.16 -0.59
H 1.653 2.536 2.299 0.09 -0.24 -0.40

# 3
43
Properties=species:S:1:pos:R:3:forces:R:3 method="wB97M-V/def2-TZVPD" charge=+1 homo_ev=-10.7 gap_ev=7.95
Ga 0.000 0.000 0.000 0.46 0.08 -3.93
S -0.292 -2.365 -0.486 0.22 -0.75 -0.78
S -0.338 2.381 -0.388 0.19 0.74 -0.77
C 0.830 -3.423 0.480 0.04 0.36 -0.10
C 0.473 -2.410 -2.166 -0.39 -0.17 0.48
C 1.291 -1.176 -2.467 0.15 0.01 0.01
N 0.493 0.031 -2.186 -0.06 -0.01 0.46
C 1.166 1.304 -2.495 0.15 -0.01 0.03
C 0.262 2.459 -2.130 -0.35 0.16 0.50
H -0.356 -2.511 -2.864 -0.06 0.02 -0.06
H 1.073 -3.312 -2.248 0.06 -0.05 0.03
H 1.617 -1.207 -3.512 -0.05 0.09 0.02
H 2.181 -1.136 -1.845 0.15 0.00 0.12
H 1.428 1.371 -3.556 -0.05 -0.10 0.02
H 2.091 1.339 -1.927 0.16 0.00 0.12
H -0.636 2.464 -2.745 -0.07 -0.03 -0.06
H 0.759 3.414 -2.280 0.06 0.06 0.02
C 0.908 3.383 0.482 -0.03 -0.33 -0.12
H -0.351 -0.017 -2.753 -0.23 -0.01 0.13
H 1.904 2.974 0.358 0.10 -0.09 0.01
H 0.637 3.370 1.531 -0.04 -0.05 0.15
H 0.857 4.402 0.112 -0.09 0.05 -0.08
H 0.484 -3.385 1.506 -0.06 0.04 0.14
H 1.853 -3.067 0.428 0.08 0.10 0.01
H 0.755 -4.441 0.113 -0.09 -0.04 -0.09
C -3.330 -0.059 -0.216 -0.37 -0.04 -0.11
C -3.033 -0.088 -1.505 0.41 0.04 -0.24
H -3.503 0.872 0.310 -0.06 -0.06 -0.03
H -3.414 -0.964 0.372 -0.09 0.08 -0.06
H -2.949 0.818 -2.093 -0.12 0.13 -0.05
H -2.860 -1.018 -2.031 -0.12 -0.14 -0.04
Br -1.546 -0.082 6.446 0.47 0.01 -0.84
C -0.606 -0.055 4.766 0.18 0.00 0.20
C 0.808 -0.033 4.742 -0.18 -0.01 0.21
Br 1.803 -0.027 6.390 -0.48 0.00 -0.82
C 1.495 -0.015 3.511 -0.06 0.00 0.33
Br 3.413 0.016 3.426 -0.90 -0.01 -0.12
C 0.768 -0.018 2.319 0.10 -0.01 1.04
O 1.370 -0.003 1.107 1.50 0.01 0.66
C -0.648 -0.037 2.343 -0.15 0.00 0.99
O -1.295 -0.034 1.154 -1.39 -0.07 2.37
C -1.334 -0.057 3.559 0.10 0.00 0.38
Br -3.255 -0.085 3.543 0.91 0.02 -0.14

# 4
43
Properties=species:S:1:pos:R:3:forces:R:3 method="wB97M-V/def2-TZVPD" charge=+1 homo_ev=-10.1 relative_energy_kj_mol=54.2 gap_ev=5.58
Sc -1.133 0.168 0.320 2.19 0.02 2.31
S 0.251 2.140 -1.049 -0.64 0.45 0.16
S -0.292 -2.341 -0.557 -0.68 -0.21 0.28
C -0.748 3.485 -0.292 0.23 0.00 -0.03
C -0.603 2.093 -2.666 0.59 0.25 0.18
C -1.807 1.178 -2.666 -0.25 -0.54 -0.07
N -1.457 -0.053 -1.886 -0.43 -0.04 -1.06
C -2.173 -1.290 -2.333 -0.13 0.52 -0.22
C -1.263 -2.475 -2.101 0.60 -0.42 0.18
H 0.161 1.736 -3.364 -0.23 0.04 -0.07
H -0.860 3.123 -2.924 0.04 -0.22 -0.13
H -2.041 0.886 -3.701 -0.05 0.18 0.25
H -2.711 1.636 -2.239 0.29 -0.04 -0.06
H -2.389 -1.205 -3.409 -0.08 -0.08 0.28
H -3.137 -1.364 -1.810 0.27 -0.06 -0.05
H -0.498 -2.536 -2.883 -0.29 -0.02 -0.07
H -1.805 -3.423 -2.065 0.08 0.17 -0.18
C -1.404 -3.297 0.546 0.15 -0.04 -0.01
H -0.462 -0.225 -2.085 -0.25 0.04 -0.10
H -2.391 -2.814 0.574 0.23 -0.32 0.09
H -0.950 -3.292 1.547 -0.21 0.04 -0.44
H -1.472 -4.322 0.153 -0.03 0.41 0.13
H -0.315 3.696 0.695 -0.23 -0.14 -0.41
H -1.793 3.154 -0.184 0.27 0.32 0.02
H -0.675 4.364 -0.949 -0.10 -0.34 0.24
C 3.460 -0.492 -0.843 -1.06 0.09 -0.03
C 3.151 -0.593 -2.143 0.53 0.04 0.33
H 3.400 -1.351 -0.164 0.26 0.21 -0.39
H 3.603 0.476 -0.350 0.21 -0.33 -0.34
H 2.987 -1.572 -2.610 0.00 0.45 0.17
H 3.198 0.287 -2.800 -0.10 -0.44 0.27
Br 2.465 2.179 5.936 0.11 -0.23 -0.12
C 1.731 1.114 4.565 -0.13 -0.93 0.03
C 1.618 -0.314 4.715 0.04 0.97 -0.15
Br 2.197 -1.177 6.290 0.14 0.20 -0.18
C 0.979 -1.092 3.740 -0.45 0.96 -0.52
Br 0.834 -2.976 3.729 0.13 0.23 0.28
C 0.298 -0.426 2.709 0.88 2.01 1.21
O -0.543 -1.001 1.883 -1.02 0.21 -1.79
C 0.400 1.013 2.561 0.80 -1.66 1.80
O -0.367 1.532 1.634 -1.10 -0.46 -1.78
C 1.200 1.768 3.442 -0.67 -1.19 -0.37
Br 1.359 3.601 3.032 0.08 -0.12 0.33

# 5
36
Properties=species:S:1:pos:R:3:forces:R:3 method="wB97M-V/def2-TZVPD" charge=-2 homo_ev="3.1 / -1.2" s2=3.780 gap_ev="2.40 / 6.62" multiplicity=4
C 0.378 0.604 -2.210 -1.30 0.04 0.69
C -0.745 0.551 -1.407 0.81 0.47 -1.05
C -0.443 1.223 -0.080 0.05 -1.15 0.33
H -1.727 0.153 -1.641 0.11 0.35 -0.15
C 1.075 1.165 -0.078 0.50 0.41 -1.30
C 1.527 0.961 -1.370 -0.39 0.68 1.51
H 2.552 1.065 -1.743 -0.43 -0.24 0.33
H 0.444 0.425 -3.290 -0.11 -0.23 0.61
H -0.724 2.286 -0.240 0.09 -0.19 0.14
H 1.646 1.326 0.831 0.02 0.19 -0.29
Co 1.561 -1.791 -1.385 -1.92 3.44 1.67
Br 0.177 -1.736 0.512 -0.46 -0.55 0.94
C 2.251 -3.564 -0.932 0.61 -1.16 -0.88
C 3.315 -2.674 -1.321 0.50 -1.14 0.39
C 3.031 -2.196 -2.634 0.92 0.02 -0.68
H 4.158 -2.395 -0.697 -0.05 -0.08 -0.17
C 1.797 -2.759 -3.065 -0.07 -0.78 -0.73
C 1.289 -3.588 -2.020 0.81 -1.75 0.05
H 0.358 -4.143 -2.034 0.14 0.10 0.02
H 2.177 -4.109 0.008 -0.10 0.40 -0.28
H 3.668 -1.554 -3.219 0.09 0.15 -0.10
H 1.329 -2.620 -4.023 -0.07 0.12 -0.22
C -1.095 2.704 2.521 -0.03 0.16 0.09
C -1.855 1.492 1.988 0.37 -0.25 -0.09
C -2.106 0.500 3.119 0.01 -0.09 0.08
C -3.170 1.957 1.391 -0.12 0.12 0.07
O -1.104 0.676 1.060 0.07 1.01 -0.45
H -1.671 3.128 3.361 0.23 -0.08 -0.20
H -1.029 3.497 1.762 0.17 -0.17 0.16
H -0.089 2.439 2.886 -0.29 0.07 -0.15
H -2.702 0.933 3.923 -0.04 0.13 -0.06
H -2.628 -0.375 2.722 0.08 0.02 0.05
H -1.150 0.165 3.535 -0.10 -0.01 -0.09
H -3.004 2.762 0.670 -0.08 -0.07 -0.11
H -3.696 1.128 0.909 0.02 0.07 0.02
H -3.797 2.364 2.191 -0.05 0.00 -0.13

# 6
35
Properties=species:S:1:pos:R:3:forces:R:3 method="wB97M-V/def2-TZVPD" charge=-1 homo_ev="-2.5 / -2.5" relative_energy_kj_mol=0.0 s2=4.081 gap_ev="5.05 / 5.03" multiplicity=4
C 0.798 3.570 -0.416 0.95 0.77 0.03
C 2.220 3.465 -0.473 -0.06 0.84 -0.64
C 2.566 2.518 -1.489 -0.63 0.15 -0.68
H 2.929 4.148 0.026 -0.49 -0.70 -0.12
C 1.305 2.036 -2.048 0.95 0.57 -0.35
C 0.241 2.671 -1.341 0.11 0.04 -0.86
H -0.804 2.624 -1.606 -0.07 -0.25 0.25
H 0.270 4.363 0.117 0.03 -0.69 0.16
H 3.571 2.344 -1.883 -0.47 -0.09 0.27
H 1.210 1.305 -2.858 -0.01 0.35 0.35
Cr 1.472 1.409 -0.023 -0.27 -1.34 2.01
Br 1.215 -0.815 1.535 -0.81 -0.31 -1.90
C -2.537 -0.269 2.458 -0.26 0.59 -0.37
C -3.230 0.349 1.355 -0.07 -0.35 1.06
C -3.177 1.750 1.529 1.29 -0.10 0.51
H -3.820 -0.195 0.614 0.16 0.21 0.14
C -2.330 2.019 2.675 -0.82 -0.38 -0.77
C -1.988 0.778 3.258 -0.07 -0.37 -0.46
H -1.378 0.623 4.152 -0.18 0.13 -0.25
H -2.538 -1.346 2.691 0.14 0.58 -0.16
H -3.603 2.491 0.852 0.12 -0.12 0.17
H -1.998 3.009 2.998 -0.18 -0.31 0.01
C 1.184 -3.951 0.022 0.17 -0.37 -0.01
C 1.105 -2.722 -0.875 0.25 0.16 0.49
C 0.584 -3.061 -2.275 -0.31 0.03 -0.18
C 0.234 -1.667 -0.206 0.58 0.55 0.50
H 0.186 -4.371 0.205 0.13 0.19 0.08
H 1.665 -3.710 0.978 -0.25 -0.03 -0.14
H 1.770 -4.753 -0.439 0.03 0.13 -0.05
H 2.109 -2.301 -0.998 -0.05 -0.02 0.05
H -0.468 -3.386 -2.250 0.21 0.21 0.00
H 0.685 -2.204 -2.961 -0.16 -0.24 0.26
H 1.150 -3.895 -2.708 0.02 0.18 0.17
H 0.101 -0.756 -0.810 -0.14 -0.41 0.35
H -0.700 -2.072 0.196 0.17 0.40 0.07